Computed, not measured: 13 unconnected molecules or ions with the total composition C74H166N12O13, with wB97M-V/def2-TZVPD.

```
! wB97M-V def2-TZVPD RIJCOSX def2/J DEFGRID3
* xyz 0 1
C -29.531 18.153 -10.894
O -30.537 17.505 -11.107
N -28.289 17.664 -10.383
N -29.533 19.511 -10.978
H -28.366 16.640 -10.306
H -27.414 18.145 -10.595
H -28.730 19.865 -10.503
H -30.428 19.994 -11.025
C -27.953 14.107 -12.816
O -27.399 13.971 -13.922
N -29.288 13.744 -12.767
N -27.274 14.415 -11.664
H -29.926 14.222 -12.157
H -29.704 13.628 -13.677
H -26.231 14.329 -11.734
H -27.710 14.105 -10.843
O -28.630 11.839 -9.948
H -28.000 11.871 -9.212
H -28.586 10.940 -10.219
O -26.843 15.327 -7.960
H -27.026 16.202 -7.560
H -26.112 15.593 -8.552
O -26.985 12.651 -7.595
H -26.831 13.634 -7.459
H -27.635 12.448 -6.916
C -26.473 5.346 -5.781
C -27.082 6.722 -5.781
C -26.230 7.653 -4.933
C -25.058 8.188 -5.718
C -25.680 8.904 -6.955
C -26.293 7.884 -7.923
N -27.279 7.298 -7.082
O -27.898 6.303 -7.965
C -26.917 8.647 -9.096
C -25.260 6.917 -8.545
C -28.506 6.675 -5.171
H -25.340 5.246 -5.821
H -26.777 4.775 -6.622
H -26.663 4.774 -4.875
H -26.819 8.513 -4.649
H -25.896 7.146 -4.037
H -24.412 7.353 -6.049
H -24.455 8.833 -5.102
H -24.976 9.459 -7.563
H -26.463 9.608 -6.623
H -27.714 9.289 -8.715
H -26.086 9.252 -9.468
H -27.290 8.078 -9.971
H -24.634 6.399 -7.757
H -25.821 6.121 -9.099
H -24.566 7.371 -9.251
H -28.522 6.428 -4.093
H -29.093 5.947 -5.723
H -28.880 7.718 -5.180
H -28.636 6.758 -8.348
C -25.273 13.430 -16.847
C -23.842 13.657 -17.393
C -22.883 12.677 -16.653
C -23.153 11.241 -17.056
C -22.806 11.149 -18.537
C -23.630 12.101 -19.395
N -23.634 13.435 -18.866
O -24.493 14.355 -19.616
C -22.946 12.110 -20.715
C -24.993 11.518 -19.590
C -23.417 15.073 -17.113
H -26.062 13.953 -17.385
H -25.276 13.808 -15.834
H -25.640 12.435 -16.799
H -21.860 12.880 -16.789
H -23.126 12.844 -15.659
H -24.222 11.000 -16.977
H -22.609 10.560 -16.423
H -23.018 10.180 -18.955
H -21.709 11.427 -18.570
H -22.736 11.081 -21.058
H -23.588 12.596 -21.476
H -22.014 12.623 -20.660
H -25.664 12.213 -20.047
H -24.987 10.753 -20.443
H -25.464 11.082 -18.705
H -22.326 15.130 -17.110
H -23.793 15.445 -16.150
H -23.736 15.725 -17.923
H -25.413 14.219 -19.333
C -15.511 13.859 -14.830
C -16.737 13.488 -13.925
C -17.593 14.765 -13.725
C -18.946 14.524 -13.194
C -19.632 13.560 -14.153
C -18.988 12.174 -14.198
N -17.595 12.451 -14.612
O -16.823 11.238 -14.546
C -19.313 11.471 -12.854
C -19.648 11.365 -15.321
C -16.285 13.050 -12.542
H -14.952 14.643 -14.278
H -15.913 14.091 -15.827
H -14.807 13.043 -14.963
H -16.938 15.398 -13.121
H -17.733 15.312 -14.678
H -19.562 15.386 -13.072
H -18.894 14.103 -12.181
H -19.606 14.054 -15.128
H -20.670 13.382 -13.970
H -19.082 11.947 -11.932
H -20.407 11.301 -12.694
H -18.900 10.523 -12.905
H -20.743 11.185 -15.018
H -19.653 11.768 -16.342
H -19.290 10.351 -15.417
H -17.085 12.988 -11.763
H -15.544 13.746 -12.129
H -15.810 12.127 -12.545
H -16.665 10.961 -15.447
C -25.281 6.804 -12.849
C -24.056 7.344 -13.542
C -23.377 8.239 -12.514
C -21.992 8.751 -12.890
C -21.240 7.421 -13.107
C -21.786 6.568 -14.234
N -23.181 6.246 -13.785
O -23.744 5.324 -14.751
C -21.577 7.247 -15.629
C -21.008 5.318 -14.296
C -24.417 8.138 -14.779
H -25.683 5.989 -13.422
H -26.052 7.600 -12.764
H -25.228 6.487 -11.805
H -24.112 9.067 -12.289
H -23.279 7.709 -11.559
H -21.555 9.232 -12.011
H -21.961 9.536 -13.653
H -21.354 6.854 -12.155
H -20.145 7.569 -13.311
H -22.180 6.693 -16.351
H -21.895 8.293 -15.595
H -20.507 7.192 -15.958
H -20.972 4.997 -13.217
H -21.483 4.522 -14.889
H -20.024 5.394 -14.770
H -25.419 8.573 -14.632
H -24.534 7.539 -15.656
H -23.690 8.955 -14.944
H -23.691 4.507 -14.236
C -19.925 12.885 -8.808
C -19.231 11.561 -8.411
C -18.780 11.617 -6.909
C -19.900 11.718 -5.876
C -20.638 10.373 -6.094
C -21.192 10.148 -7.582
N -20.081 10.368 -8.582
O -20.699 10.292 -9.898
C -21.755 8.732 -7.835
C -22.402 11.091 -7.763
C -17.917 11.357 -9.324
H -20.787 13.199 -8.212
H -20.359 12.746 -9.802
H -19.259 13.749 -8.880
H -18.127 10.787 -6.698
H -18.213 12.633 -6.846
H -20.501 12.646 -5.856
H -19.517 11.590 -4.834
H -21.420 10.232 -5.333
H -19.912 9.536 -5.943
H -22.554 8.440 -7.120
H -22.290 8.743 -8.776
H -21.047 7.924 -7.800
H -22.213 12.128 -7.574
H -22.891 10.983 -8.786
H -23.214 10.854 -7.077
H -18.230 11.257 -10.367
H -17.320 10.451 -9.131
H -17.240 12.195 -9.179
H -20.246 9.544 -10.289
C -22.883 12.197 -11.746
C -24.230 12.720 -11.326
C -24.385 13.110 -9.840
C -23.617 14.300 -9.384
C -23.913 15.528 -10.211
C -23.694 15.195 -11.693
N -24.535 14.013 -12.038
O -24.479 13.758 -13.471
C -24.170 16.437 -12.545
C -22.223 15.067 -12.019
C -25.342 11.681 -11.751
H -22.612 12.605 -12.738
H -22.897 11.120 -11.819
H -22.084 12.386 -11.060
H -25.488 13.259 -9.663
H -24.253 12.199 -9.182
H -22.555 14.109 -9.559
H -23.855 14.502 -8.346
H -23.132 16.278 -9.937
H -24.885 15.994 -10.006
H -24.183 16.314 -13.603
H -25.129 16.763 -12.231
H -23.516 17.253 -12.228
H -21.572 14.409 -11.451
H -22.159 14.734 -13.088
H -21.770 16.054 -12.149
H -25.197 10.879 -11.091
H -25.223 11.303 -12.773
H -26.402 12.060 -11.673
H -25.439 13.734 -13.741
C -22.690 18.374 -15.116
C -22.321 19.824 -14.673
C -22.638 20.081 -13.230
C -21.628 19.546 -12.198
C -20.227 20.003 -12.596
C -19.831 19.633 -14.018
N -20.853 20.135 -14.903
O -20.607 19.606 -16.187
C -18.540 20.283 -14.455
C -19.632 18.079 -14.023
C -23.088 20.794 -15.584
H -23.779 18.210 -15.225
H -22.407 17.564 -14.442
H -22.211 18.228 -16.096
H -22.690 21.150 -13.025
H -23.650 19.759 -13.050
H -21.731 18.465 -12.067
H -21.827 20.037 -11.236
H -19.388 19.706 -11.927
H -20.220 21.091 -12.564
H -18.776 21.364 -14.452
H -17.679 20.087 -13.780
H -18.219 19.962 -15.451
H -19.454 17.682 -15.007
H -18.773 17.841 -13.351
H -20.461 17.554 -13.604
H -24.217 20.750 -15.459
H -22.772 20.551 -16.592
H -22.835 21.821 -15.401
H -20.169 20.366 -16.602
C -28.021 17.701 -18.592
C -28.452 18.816 -17.672
C -29.853 18.545 -17.123
C -29.936 17.493 -16.010
C -28.912 17.891 -14.918
C -27.481 18.033 -15.417
N -27.495 18.999 -16.537
O -26.150 19.330 -16.933
C -26.638 18.637 -14.288
C -26.914 16.608 -15.706
C -28.485 20.161 -18.427
H -27.011 17.808 -18.922
H -28.184 16.730 -18.134
H -28.552 17.718 -19.569
H -30.242 19.498 -16.700
H -30.423 18.378 -18.011
H -30.894 17.414 -15.482
H -29.795 16.473 -16.358
H -28.867 17.162 -14.123
H -29.289 18.778 -14.393
H -25.602 18.628 -14.653
H -26.632 18.039 -13.387
H -26.932 19.717 -14.157
H -26.717 16.271 -14.637
H -25.963 16.679 -16.230
H -27.594 15.901 -16.199
H -27.495 20.373 -18.926
H -29.185 20.116 -19.250
H -28.718 20.982 -17.722
H -25.644 18.479 -17.078
*
```

Properties
HOMO-LUMO gap   8.03 eV
LUMO energy   -0.004 Eh
Molar mass   1432.21 g/mol
HOMO energy   -0.29909 hartree